10
Properties=species:S:1:pos:R:3:forces:R:3 method="wB97M-V/def2-TZVPD" gap_ev="8.41 / 9.17" de_lowest_kj_mol=458.0 spin_multiplicity=1
H -1.430558 2.167148 0.066149 0.8 -2.2 -1.3
S -1.093245 -0.156702 0.055420 0.0 1.0 1.3
H 2.247474 -0.700365 0.696196 1.6 -0.7 0.3
C 1.472670 -0.477305 0.033366 -2.8 0.8 -0.8
H 0.963162 -1.228718 -0.622609 1.7 0.1 0.2
O -2.185108 -0.207616 0.983963 0.5 0.0 -0.3
N -1.046914 1.416394 -0.647975 -0.2 0.3 1.6
H 1.608503 0.457986 -0.544661 0.7 -0.5 -0.2
O -0.931367 -1.186226 -0.920706 -0.7 0.3 -0.7
N 0.395386 -0.084598 0.900858 -1.6 0.8 -0.2